[1]
# C3H4O

C3H4O in the gas phase (ωB97M-V with the def2-TZVPD basis set, the Open Molecules 2025 dataset).

CARTESIAN COORDINATES (ANGSTROEM)
O: 0.1709 1.4085 -1.3356
C: 0.8715 -0.7634 0.3800
C: -0.6453 0.8728 -0.6295
C: -0.3074 -0.1892 0.3045
H: -1.7509 1.1316 -0.6253
H: -1.1351 -0.3821 1.0570
H: 1.0827 -1.5721 1.1237
H: 1.7137 -0.5063 -0.2747

Its SMILES is C=CC=O. The value obtained for the HOMO-LUMO gap is 10.095 eV.

[2]
# C3H7InO2

A molecular structure, C3H7InO2 (ωB97M-V with the def2-TZVPD basis set, the Open Molecules 2025 dataset).

CARTESIAN COORDINATES (ANGSTROEM)
In: -0.1397 0.0991 -2.1153
O: -0.7125 1.7743 -1.1620
O: 0.4167 -0.3160 -0.2714
C: -1.0851 1.4700 -0.0078
C: 1.2477 -1.3629 0.2327
C: -0.2697 0.4346 0.7104
H: 1.5882 -1.9421 -0.6308
H: -0.9495 -0.2052 1.3001
H: -1.4447 2.2936 0.6315
H: -1.8630 -0.2556 -1.7522
H: 0.4376 0.9311 1.3961
H: 0.6718 -2.0045 0.9119
H: 2.1021 -0.9164 0.7567

Its total charge is +2. The value obtained for the HOMO-LUMO gap is 8.162 eV.

[3]
# C10H16

2 unconnected molecules or ions with the total composition C10H16 (ωB97M-V with the def2-TZVPD basis set, the Open Molecules 2025 dataset).

CARTESIAN COORDINATES (ANGSTROEM)
C: 1.1765 0.7467 0.0614
C: -0.2805 -0.1653 1.7215
C: 1.6161 -1.5986 0.9610
C: 0.4329 1.9195 0.0840
C: 3.1578 -1.3730 0.9998
C: -2.7302 -0.6237 -2.1964
C: 0.8260 -0.3128 0.8948
C: -1.8245 0.6351 -2.0839
C: -0.5618 2.1093 1.0291
C: -1.0256 1.0075 1.7430
H: 2.0048 0.6552 -0.6268
H: 3.6817 -2.2039 0.5241
H: 0.8155 2.7514 -0.4898
H: -2.0785 -1.4849 -2.0070
H: -3.5508 -0.6731 -1.4946
H: 3.4685 -1.3369 2.0404
H: -0.6327 -0.9523 2.3802
H: -1.9863 1.1246 2.2200
H: -3.0857 -0.9208 -3.1896
H: -1.9961 1.0765 -1.1179
H: -1.1195 3.0368 1.0070
H: 1.4099 -2.3137 0.1609
H: -1.6629 1.2774 -2.9459
H: 3.4337 -0.4723 0.4575
H: -0.8247 0.1992 -2.0175
H: 1.3363 -2.1079 1.8849

Its SMILES is CCc1ccccc1.CC. The value obtained for the HOMO-LUMO gap is 10.023 eV.

[4]
# C4H10O2

C4H10O2 in the gas phase (ωB97M-V with the def2-TZVPD basis set, the Open Molecules 2025 dataset).

CARTESIAN COORDINATES (ANGSTROEM)
O: 1.1334 0.8349 0.2566
O: -0.9699 -1.9909 0.9441
C: -1.4944 0.6191 0.0014
C: 1.4866 0.9951 -1.0974
C: -0.3032 0.0722 0.7320
C: 0.3342 -1.1684 0.3116
H: -0.7842 -2.1297 1.8863
H: -1.4373 1.7107 -0.0347
H: 2.4793 0.5539 -1.2499
H: 0.2823 -1.4222 -0.7429
H: 0.8034 0.5370 -1.8239
H: 1.1968 -1.5150 0.8689
H: -0.3081 0.2626 1.8017
H: 1.5379 2.0641 -1.3390
H: -1.5470 0.2626 -1.0284
H: -2.4098 0.3141 0.5137

Its SMILES is CO[C@@H](C)CO. The value obtained for the HOMO-LUMO gap is 10.011 eV.

[5]
# C45H47N7NaO5SSi

A molecular structure, C45H47N7NaO5SSi (ωB97M-V with the def2-TZVPD basis set, the Open Molecules 2025 dataset).

CARTESIAN COORDINATES (ANGSTROEM)
S: 0.8888 3.6690 0.3827
Si: 0.7796 -0.9021 -2.8409
Na: -0.4555 0.9106 0.5591
O: -4.1762 0.8332 -1.4213
O: 0.8266 -0.5249 7.9089
O: 0.8184 2.2938 -0.2472
O: -1.5753 3.1755 1.4959
O: 2.9585 -1.0654 7.7223
N: 1.3774 -1.8071 -0.3566
N: -2.6028 1.6700 0.0883
N: -4.6785 -2.1418 0.7141
N: -2.7235 -1.8334 -0.2675
N: 1.9832 0.3668 1.7117
N: -0.4041 0.3937 2.9615
N: 1.8701 -0.6922 7.1979
C: 4.3435 -0.0155 1.6917
C: 1.9604 0.0407 3.0152
C: -1.2239 -1.9804 -4.5186
C: 0.6755 0.1129 3.7202
C: 0.1608 -1.6791 -6.9039
C: -2.5165 2.8408 0.7761
C: 0.6083 -0.0861 5.1217
C: -0.6605 0.0919 5.7055
C: 4.8528 -0.8178 -3.6957
C: -1.1429 -2.1579 -6.9170
C: 3.1419 0.3622 1.0715
C: 3.5398 -1.2349 -3.5341
C: -3.7691 1.6919 -0.6633
C: -1.7473 0.4264 4.9228
C: 0.9917 -3.6119 1.3286
C: 3.3301 -2.7050 0.9146
C: 2.5083 -3.9321 1.3183
C: 1.8356 -0.4633 5.8304
C: 2.5150 4.2510 -0.0638
C: -3.4798 -1.5097 0.7513
C: 0.7692 -1.3490 -5.6967
C: 3.0353 -0.6049 5.1224
C: -5.7588 -1.9856 1.6743
C: -6.0965 4.7525 -0.3998
C: 5.1969 0.5064 -3.4424
C: -5.3257 5.4541 0.5255
C: 3.1120 -0.3289 3.7459
C: -4.6743 -2.9438 -0.4054
C: -4.1205 4.9288 0.9964
C: -3.4601 -2.7425 -0.9965
C: -3.7355 3.6967 0.5133
C: 0.7515 -2.1641 0.9255
C: -4.5016 2.9972 -0.3918
C: 4.2230 1.4070 -3.0325
C: -1.5797 0.5568 3.5542
C: 2.8230 -2.1393 -0.4059
C: -0.0047 4.7466 -0.7338
C: -1.8357 -2.3122 -5.7209
C: -0.2776 0.5124 -2.3271
C: 2.5420 -0.3477 -3.1140
C: 2.9057 0.9841 -2.8701
C: 0.0922 -1.4956 -4.4834
C: 0.6558 -2.2590 -1.5601
C: -5.6889 3.5033 -0.8737
C: 4.3270 -0.3713 3.0146
H: -3.0809 -3.1869 -1.9082
H: -5.3582 -1.9564 2.6851
H: 3.2235 3.6386 0.4980
H: 3.2893 -2.2739 -3.7348
H: 2.8356 -4.2972 2.2939
H: 0.5579 -3.7834 2.3160
H: -0.7569 -0.0312 6.7687
H: -3.2183 -0.8053 1.5332
H: 2.7146 -4.7317 0.5997
H: 2.6210 5.3045 0.2118
H: 0.4589 -4.2676 0.6341
H: 0.9907 -3.2415 -1.9308
H: -0.3116 -1.9527 0.8510
H: -7.0246 5.1849 -0.7546
H: 3.2871 -1.9361 1.6928
H: 2.9948 -2.8990 -1.1853
H: -5.5224 -3.5564 -0.6723
H: 3.9165 -0.9019 5.6698
H: -1.7891 -2.0836 -3.5922
H: 3.1200 0.6615 0.0247
H: 2.6539 4.1031 -1.1388
H: -0.1878 5.7070 -0.2422
H: 0.7047 -1.5607 -7.8337
H: -6.2793 2.9476 -1.5936
H: 0.5659 4.8720 -1.6578
H: -1.2519 0.3518 -1.8478
H: 4.3833 -2.9721 0.7989
H: 5.2651 -0.0276 1.1164
H: 6.2234 0.8307 -3.5586
H: 4.4888 2.4374 -2.8299
H: -2.7204 0.5895 5.3716
H: 3.4158 -1.2674 -0.6889
H: -0.9540 4.2499 -0.9375
H: 1.7892 -0.9735 -5.6997
H: -5.6696 6.4167 0.8842
H: -2.4220 0.8048 2.9054
H: -0.1348 1.5109 -2.7386
H: -6.4329 -2.8337 1.5938
H: 1.1475 -1.4974 1.6948
H: 5.2352 -0.6719 3.5262
H: 5.6104 -1.5249 -4.0114
H: -1.6231 -2.3998 -7.8575
H: -2.8543 -2.6815 -5.7258
H: -3.5086 5.4625 1.7157
H: -0.4174 -2.3482 -1.3310
H: -6.3192 -1.0702 1.4877
H: 2.1599 1.6881 -2.5011

Its total charge is -1. The value obtained for the HOMO-LUMO gap (alpha / beta) is 4.498 / 7.174 eV.

[6]
# C3H5NO2

C3H5NO2 in the gas phase (ωB97M-V with the def2-TZVPD basis set, the Open Molecules 2025 dataset).

CARTESIAN COORDINATES (ANGSTROEM)
O: 1.0915 0.4220 0.0615
O: 0.9116 -1.3483 -1.3613
N: -0.7221 1.8423 0.0371
C: 1.5588 -0.6061 -0.6775
C: -0.2937 0.6682 0.1687
C: -1.1517 -0.4919 0.5620
H: -1.2049 -1.2191 -0.2512
H: 2.6511 -0.6395 -0.5624
H: -2.1480 -0.1140 0.7944
H: 0.0386 2.4747 -0.2145
H: -0.7312 -0.9883 1.4433

Its SMILES is [H]/N=C(/C)OC=O. The value obtained for the HOMO-LUMO gap is 11.662 eV.

The calculation returns the following largest force on an atom values, one per record and in order: 2.540; 4.998; 2.048; 5.764; 1.755; 0.587 eV/A.